# 1
Formula: C48H34BBr3KN9O2
Source: the OMol25 dataset
Level of theory: ωB97M-V/def2-TZVPD

Results
Relative energy (zero: lowest compared OMol25 entry of this formula, charge and spin) in eV: 0.016
LUMO energy (alpha / beta) in eV: 3.78 / 3.78
Charge: -2
Calculated total energy in eV: -294970.7058
Max |F| in hartree/bohr: 0.02080
Kohn-Sham gap (alpha / beta) in eV: 4.7 / 4.7

XYZ file:
```
98
Properties=species:S:1:pos:R:3:forces:R:3:mulliken_charge:R:1
K 0.633 1.602 -1.247 0.3376 -0.3803 -0.9408 1.1359
C 7.199 2.467 1.346 0.0112 -0.0564 0.0334 -0.5592
C 7.082 3.715 0.708 0.0144 0.0697 -0.0329 -0.6341
C 5.883 4.107 0.142 -0.0104 -0.0236 0.0137 0.1987
C 4.800 3.233 0.209 0.0491 0.0871 -0.0100 -0.2981
C 3.422 3.323 -0.244 0.0685 -0.2067 0.1044 -0.4532
N 2.959 4.487 -0.829 -0.0526 0.0567 -0.0342 -0.5085
C 1.708 4.792 -0.983 0.1426 0.0576 0.0412 0.1128
C 1.345 6.130 -1.542 -0.0303 0.0093 -0.0280 0.0900
C 2.113 7.195 -1.978 -0.0427 -0.0602 0.0160 -0.0250
C 1.446 8.321 -2.450 -0.0412 0.0366 -0.0168 -0.5355
C 0.052 8.372 -2.481 0.0362 0.0408 -0.0173 -0.5949
C -0.711 7.295 -2.041 -0.0086 -0.0833 0.0348 -0.2682
C -0.040 6.181 -1.572 0.0247 0.1248 -0.0414 0.1816
C -0.504 4.860 -1.061 0.2764 -0.0008 -0.0060 -0.3235
N -1.754 4.528 -1.008 -0.1404 -0.0096 -0.0333 -0.5820
C -2.030 3.231 -0.633 -0.0855 0.0949 -0.0777 0.2566
N -1.886 2.194 -1.383 -0.2128 0.0576 0.0884 -0.6638
C -2.045 1.017 -0.544 -0.0780 0.3321 0.1508 -0.1528
N -1.525 -0.058 -0.901 -0.0814 -0.5555 0.0615 -0.3943
C 0.210 -1.206 0.622 -0.0076 -0.0476 0.0803 -0.6967
N 1.121 -0.284 0.389 -0.0813 -0.1597 0.3798 1.3683
C 2.222 -0.490 1.224 -0.0361 -0.1530 0.0118 -1.5105
N 3.332 0.204 1.300 -0.0378 -0.1939 0.0786 -0.1826
C 3.623 1.352 0.717 0.1650 0.2333 -0.0772 -0.7724
N 2.774 2.203 0.026 0.0645 0.2971 0.1217 0.0284
C 4.917 1.982 0.843 -0.0632 -0.0258 0.0015 0.2485
C 6.129 1.596 1.422 0.0054 0.0214 -0.0021 -0.1753
C 1.972 -1.672 2.022 0.0187 -0.0289 0.0073 -0.0247
C 2.727 -2.353 2.978 -0.0173 0.0429 -0.0264 0.0945
C 2.179 -3.477 3.567 -0.0063 -0.0195 0.0057 -0.7221
C 0.891 -3.920 3.222 0.0295 -0.0232 0.0287 -0.9578
C 0.139 -3.247 2.276 -0.0170 0.0254 -0.0440 0.2452
C 0.684 -2.116 1.666 0.1385 -0.0647 0.0664 0.0611
C -2.578 1.503 0.782 -0.0460 -0.0387 0.0444 0.7893
C -2.981 0.871 1.947 0.0243 0.0015 -0.0608 -0.0817
C -3.358 1.670 3.022 -0.0091 0.0106 0.0374 -0.8164
C -3.316 3.060 2.948 -0.0121 0.0071 0.0221 -0.5817
C -2.891 3.691 1.785 0.0301 -0.0326 -0.0596 -0.3495
C -2.540 2.889 0.715 -0.0471 0.0721 0.1943 -0.2471
N 0.568 4.101 -0.704 -0.1830 0.2651 0.0570 -0.7014
H 8.150 2.189 1.789 -0.0047 -0.0062 0.0005 0.3670
H 7.943 4.373 0.667 -0.0024 -0.0012 -0.0007 0.3627
H 5.773 5.070 -0.344 -0.0014 0.0019 -0.0010 0.5330
H 3.193 7.137 -1.949 0.0042 -0.0112 0.0066 0.5251
H 2.015 9.175 -2.800 -0.0011 -0.0007 -0.0004 0.3829
H -0.438 9.263 -2.855 0.0012 -0.0032 -0.0004 0.3723
H -1.794 7.316 -2.066 0.0036 0.0023 0.0006 0.5212
H 6.216 0.638 1.920 -0.0048 -0.0029 -0.0031 0.4953
H 3.715 -1.996 3.246 -0.0021 -0.0046 -0.0026 0.5165
H 2.746 -4.027 4.311 0.0012 0.0061 -0.0049 0.3447
H 0.486 -4.804 3.700 0.0053 0.0032 0.0008 0.4186
H -0.850 -3.601 2.012 0.0012 0.0029 -0.0039 0.4638
H -2.986 -0.207 2.013 -0.0083 -0.0017 0.0028 0.7643
H -3.678 1.198 3.944 0.0006 0.0042 0.0001 0.4434
H -3.604 3.651 3.810 0.0015 -0.0014 -0.0018 0.3536
H -2.826 4.769 1.709 0.0005 0.0018 -0.0036 0.4772
Br 1.605 1.227 -4.624 -0.0032 0.0755 -0.0275 -0.0134
C 1.223 2.985 -5.326 0.0369 -0.0529 0.1154 -0.5571
Br -0.248 3.808 -4.393 0.0158 0.0234 -0.0655 -0.0737
H 0.973 2.901 -6.376 -0.0369 -0.0022 0.0065 0.3425
H 2.102 3.597 -5.171 -0.0160 0.0369 -0.0053 0.3359
Br 1.516 -4.582 -0.930 0.0450 0.0040 -0.0060 -0.1554
C 2.349 -2.959 -1.433 -0.0255 -0.0593 0.0309 -0.0577
C 3.533 -2.566 -0.841 -0.0076 -0.0271 0.0529 0.1348
C 4.106 -1.377 -1.262 -0.0107 0.0575 0.0154 -0.7424
C 3.459 -0.640 -2.239 -0.0135 -0.0151 -0.0269 -0.0614
N 2.312 -1.021 -2.802 0.0161 0.0167 -0.0088 -0.3392
C 1.757 -2.158 -2.396 -0.0460 0.0647 -0.0147 -0.6483
H 3.975 -3.155 -0.048 0.0043 -0.0094 -0.0105 0.4362
H 5.003 -0.994 -0.796 0.0129 0.0015 -0.0007 0.3318
H 3.867 0.309 -2.572 -0.0023 -0.0098 0.0135 0.3659
H 0.794 -2.424 -2.813 -0.0041 -0.0182 -0.0223 0.6199
C -6.324 -6.072 -0.151 0.0052 -0.0042 -0.0025 -1.6599
C -5.208 -5.883 0.887 -0.0125 0.0026 0.0065 2.0269
C -4.616 -7.255 1.241 0.0002 0.0123 0.0036 -1.6692
C -5.842 -5.306 2.154 0.0245 -0.0024 -0.0114 -2.1214
C -4.113 -4.976 0.318 -0.0171 -0.0288 -0.0309 0.6491
C -3.438 -5.358 -0.834 -0.0219 -0.0301 0.0139 -0.2727
C -2.426 -4.574 -1.404 0.0347 0.0411 -0.0043 -2.1191
C -2.095 -3.382 -0.795 -0.0130 0.0238 0.0355 1.1916
O -1.176 -2.488 -1.156 -0.0107 -0.0388 -0.0228 -0.6492
B -1.212 -1.342 -0.149 0.0091 0.2088 -0.0946 1.3262
O -2.290 -1.818 0.826 -0.0729 -0.0651 -0.0926 -0.5165
C -2.767 -2.984 0.372 0.0013 -0.0234 -0.0219 -0.4864
C -3.763 -3.758 0.930 0.0317 0.0460 -0.0026 -0.6297
H -7.113 -6.721 0.243 0.0035 0.0005 -0.0013 0.4481
H -5.939 -6.520 -1.068 0.0000 0.0025 0.0043 0.3104
H -6.766 -5.109 -0.413 0.0016 -0.0007 -0.0019 0.3771
H -5.389 -7.915 1.650 0.0031 0.0011 -0.0019 0.4403
H -3.825 -7.143 1.985 -0.0003 -0.0097 -0.0008 0.3730
H -4.183 -7.737 0.364 -0.0007 -0.0024 -0.0012 0.3107
H -6.616 -5.987 2.519 0.0001 0.0018 0.0049 0.4460
H -6.307 -4.337 1.961 0.0004 -0.0012 0.0041 0.3722
H -5.101 -5.178 2.945 -0.0126 0.0031 0.0053 0.3820
H -3.690 -6.295 -1.319 -0.0056 0.0024 0.0066 0.3322
H -1.907 -4.894 -2.299 -0.0003 0.0034 0.0034 0.4423
H -4.248 -3.409 1.832 0.0035 0.0023 -0.0050 0.4383
```
Positions in Å, forces in eV/Å.

---

# 2
Formula: C3H6Cl2O2
Source: the OMol25 dataset
Level of theory: ωB97M-V/def2-TZVPD

Results
Relative energy (zero: lowest compared OMol25 entry of this formula, charge and spin) in eV: 2.130
LUMO energy in eV: -0.83
Charge: 0
Calculated total energy in eV: -32346.5859
Max |F| in hartree/bohr: 0.06137
Kohn-Sham gap in eV: 9.1

XYZ file:
```
13
Properties=species:S:1:pos:R:3:forces:R:3:mulliken_charge:R:1
C -0.004 -0.240 -1.443 -0.5204 -1.9101 2.4577 -1.0929
C -0.413 0.621 0.960 -1.0615 0.0746 0.8401 0.0010
C 0.023 -0.497 0.041 0.5813 -0.3302 1.7688 0.2661
O 0.128 1.818 0.734 0.3603 1.7911 -0.7774 -0.4904
O -0.126 -1.638 0.731 -0.1960 0.6433 -1.8473 -0.3957
Cl -2.247 0.714 0.776 0.4638 0.0224 -0.4932 -0.2022
Cl 2.424 0.068 0.107 -1.2355 -0.5584 0.3750 -0.4520
H 0.496 0.682 -1.374 0.7185 1.0930 -1.6079 0.4903
H -0.977 -0.281 -1.839 -1.8199 0.9057 -0.0710 0.3964
H 0.360 -1.124 -1.900 1.7677 -0.2894 -0.7860 0.3209
H -0.404 0.449 2.022 0.5985 -1.2345 0.3058 0.4034
H 1.041 1.794 1.072 -0.0315 -0.0647 -0.3156 0.3713
H -0.300 -2.365 0.113 0.3746 -0.1429 0.1510 0.3836
```
Positions in Å, forces in eV/Å.